Density functional theory data (ωB97M-V with the def2-TZVPD basis set) for C8H6InO8S as an isolated structure in a non-equilibrium geometry.

Positions of all 24 atoms, in Å:
In  1.752  -1.838  -1.474
C  1.456  0.627  1.476
C  1.581  -0.547  0.646
C  0.769  -1.838  1.060
O  0.711  -2.747  0.207
C  0.160  -1.917  2.443
C  0.148  -0.740  3.083
C  0.800  0.518  2.592
O  0.759  1.719  3.165
O  -0.423  -0.741  4.297
O  2.314  -0.511  -0.447
H  1.884  1.537  1.084
H  -0.240  -2.877  2.733
C  -0.674  1.888  -2.328
C  -1.765  0.891  -2.839
O  -1.912  -0.074  -1.815
S  -0.848  -0.101  -0.624
O  0.350  -0.918  -0.956
O  -1.444  -0.389  0.695
O  -0.463  1.517  -0.915
H  -1.108  2.884  -2.408
H  0.340  1.840  -2.726
H  -1.444  0.469  -3.791
H  -2.703  1.346  -3.158

Output
HOMO = -11.513 eV
Charge = +1
Total energy = -40760.8470 eV
Kohn-Sham gap = 2.77 eV

***

Density functional theory data (ωB97M-V with the def2-TZVPD basis set) for C16H40F8K4N4O24S8 as an isolated structure in a non-equilibrium geometry.

Positions of all 104 atoms, in Å:
K  -2.609  -4.290  3.566
K  -2.983  -5.235  -1.853
K  0.557  2.651  -5.153
K  0.859  1.011  5.782
N  -0.417  -3.342  7.485
S  -0.937  -3.984  8.794
O  -0.581  -3.438  10.112
O  -1.218  -5.378  8.668
F  -2.493  -3.505  8.639
S  1.068  -4.077  7.572
O  1.254  -5.508  7.326
O  2.026  -3.470  8.513
F  1.696  -3.539  6.190
N  1.437  -0.918  -7.636
S  1.191  -2.177  -6.830
O  1.763  -3.417  -7.250
O  -0.025  -2.248  -6.031
F  2.263  -1.803  -5.667
S  0.783  -1.539  -9.096
O  -0.685  -1.737  -9.191
O  1.652  -2.239  -9.962
F  0.877  -0.055  -9.774
N  3.199  -7.919  -0.211
S  2.670  -7.137  -1.367
O  3.253  -5.914  -1.844
O  1.215  -7.206  -1.472
F  3.185  -8.235  -2.415
S  3.041  -6.671  0.926
O  1.681  -6.214  1.235
O  4.188  -5.776  1.092
F  3.284  -7.673  2.157
N  -1.977  -1.379  0.392
S  -2.560  -0.053  0.739
O  -2.923  0.895  -0.307
O  -2.032  0.505  2.009
F  -4.030  -0.604  1.173
S  -0.402  -0.705  0.153
O  0.423  -0.628  1.360
O  -0.149  0.256  -0.897
F  0.100  -2.084  -0.482
C  -6.262  -2.453  -4.498
O  -5.326  -3.401  -4.895
C  -5.170  -3.546  -6.291
C  -4.681  -4.916  -6.699
O  -3.456  -5.246  -6.130
C  -2.679  -6.120  -6.959
H  -5.884  -1.464  -4.759
H  -6.445  -2.464  -3.423
H  -7.235  -2.774  -4.867
H  -4.482  -2.822  -6.729
H  -6.087  -3.320  -6.834
H  -4.586  -4.843  -7.782
H  -5.408  -5.711  -6.537
H  -1.779  -6.372  -6.397
H  -2.382  -5.587  -7.862
H  -3.053  -7.138  -7.071
C  -0.683  5.582  4.192
O  0.023  5.300  5.392
C  1.327  5.842  5.411
C  2.164  5.738  4.125
O  2.040  4.415  3.709
C  2.736  4.272  2.437
H  -1.714  5.340  4.449
H  -0.345  4.967  3.358
H  -0.745  6.633  3.909
H  1.903  5.389  6.218
H  1.167  6.877  5.714
H  3.209  5.920  4.375
H  1.891  6.461  3.356
H  3.749  4.672  2.478
H  2.058  4.656  1.674
H  2.914  3.200  2.348
C  3.486  0.916  9.623
O  3.985  0.890  8.330
C  5.376  1.115  8.266
C  5.738  1.541  6.812
O  5.175  0.809  5.740
C  5.726  -0.431  5.398
H  3.906  0.231  10.360
H  2.439  0.614  9.634
H  3.427  1.967  9.908
H  5.881  0.224  8.641
H  5.713  2.016  8.778
H  6.820  1.416  6.758
H  5.562  2.612  6.712
H  5.220  -0.900  4.554
H  5.536  -1.218  6.127
H  6.808  -0.469  5.274
C  -2.052  6.638  -3.665
O  -2.409  5.356  -4.015
C  -3.591  5.264  -4.816
C  -3.462  5.967  -6.221
O  -2.328  5.571  -6.957
C  -2.469  6.016  -8.300
H  -1.775  7.124  -4.601
H  -1.162  6.548  -3.042
H  -2.829  7.185  -3.131
H  -4.524  5.373  -4.263
H  -3.532  4.206  -5.073
H  -3.334  7.000  -5.899
H  -4.368  5.790  -6.802
H  -2.526  7.105  -8.311
H  -3.280  5.501  -8.814
H  -1.583  5.714  -8.859

Output
HOMO = -8.291 eV
Total energy = -246049.0396 eV
Kohn-Sham gap = 5.75 eV

***

Density functional theory data (ωB97M-V with the def2-TZVPD basis set) for one molecule with the formula C2H4OS in a non-equilibrium geometry.

Positions of all 8 atoms, in Å:
C  -0.450  0.369  -0.744
C  0.510  -0.460  1.058
H  -0.723  -0.596  -1.169
H  0.387  0.686  -1.154
H  -1.248  1.158  -1.116
H  1.226  -0.548  -0.048
O  -0.171  0.515  0.701
S  0.468  -1.124  2.472

Output
HOMO = -8.935 eV
Total energy = -15018.5823 eV
SMILES = COC=S
Kohn-Sham gap = 9.52 eV